Entry 1:
# C42H81BF10N6O7S

A 5-piece molecular cluster, C42H81BF10N6O7S overall at a distorted geometry (ωB97M-V/def2-TZVPD, the OMol25 dataset).

Atoms and positions in Å:
C: -0.9725 -2.0665 2.3103
C: -1.5391 -1.1090 1.9343
C: -2.3689 -0.0326 1.4356
C: -3.1772 -0.3486 0.1479
C: -2.2331 -1.0231 -0.8344
C: -0.9924 -0.1990 -1.1778
O: 0.2017 -0.8008 -0.6694
C: 1.2885 0.0611 -0.8378
C: 1.4899 1.0148 0.3321
F: 1.1225 0.4869 1.5081
F: 0.8103 2.1820 0.1681
F: 2.8117 1.3398 0.4076
O: -3.4314 1.0399 -0.2784
S: -3.8104 1.2499 -1.8325
O: -3.3803 2.5747 -2.1295
O: -5.4691 1.3900 -1.7440
C: -6.2801 0.8062 -0.7563
C: -7.1577 1.9481 -0.1692
B: -6.4010 3.3537 -0.0689
O: -6.1349 4.1528 -1.1399
O: -5.9672 3.7675 1.1711
O: -7.2084 -0.1111 -1.4463
C: -7.4743 0.1602 -2.6742
N: -7.6756 0.3190 -3.7818
C: -5.6912 0.0677 0.4340
C: -4.5879 -1.0227 0.3563
C: -5.0559 -2.0536 -0.7351
C: -4.8276 -1.8928 -2.2515
N: -5.7470 -2.7970 -2.9950
C: -4.7668 -1.8809 1.6679
F: -5.9328 -2.5841 1.5516
F: -3.7658 -2.8106 1.6700
C: -4.8045 -1.3618 3.1640
F: -5.4446 -2.3672 3.8473
F: -3.5829 -1.2693 3.7289
C: -5.5983 -0.0900 3.6053
F: -5.7171 -0.1327 4.9460
F: -6.8343 -0.0697 3.0744
F: -4.9415 1.0429 3.2874
H: -0.4144 -2.9026 2.6428
H: -3.0219 0.3850 2.1874
H: -1.7145 0.7971 1.1914
H: -1.9203 -1.9989 -0.4850
H: -2.6755 -1.2031 -1.7974
H: -0.8864 -0.1565 -2.2610
H: -1.0777 0.8327 -0.8503
H: 2.2006 -0.5136 -0.9381
H: 1.1961 0.6732 -1.7330
H: -7.4670 1.6445 0.8258
H: -8.0677 2.0475 -0.7529
H: -6.8003 4.8172 -1.3202
H: -6.5517 3.4125 1.8446
H: -5.4669 0.8215 1.1669
H: -6.5545 -0.4606 0.8212
H: -6.1326 -2.0926 -0.6517
H: -4.7247 -3.0567 -0.4980
H: -3.8487 -2.2462 -2.5302
H: -5.0273 -0.9137 -2.6580
H: -6.6238 -2.3183 -3.1473
H: -5.9401 -3.6125 -2.4284
C: 9.6036 4.4021 0.3918
C: 8.2466 4.1159 1.0162
N: 7.1895 3.9389 0.0396
C: 5.8630 3.9253 0.6305
C: 5.5041 2.7800 1.5843
C: 7.4375 2.9372 -0.9810
C: 7.7051 1.4943 -0.5277
H: 9.5563 5.2763 -0.2585
H: 10.3333 4.6009 1.1774
H: 9.9763 3.5581 -0.1894
H: 7.9747 4.9691 1.6436
H: 8.3462 3.2536 1.6960
H: 5.1260 3.9586 -0.1767
H: 5.7401 4.8703 1.1700
H: 5.3037 1.8519 1.0524
H: 4.5925 3.0337 2.1292
H: 6.2812 2.5974 2.3270
H: 8.2896 3.2695 -1.5785
H: 6.5929 2.9461 -1.6742
H: 8.3815 1.4505 0.3266
H: 8.1716 0.9347 -1.3414
H: 6.7882 0.9693 -0.2645
C: 5.8169 5.3310 4.4525
C: 4.5004 4.7219 4.9074
N: 4.6676 3.5190 5.6990
C: 3.4270 2.7936 5.9067
C: 2.3181 3.4666 6.7260
C: 5.5317 3.6460 6.8587
C: 5.1622 4.6876 7.9249
H: 6.4078 4.6023 3.8950
H: 5.6212 6.1810 3.7973
H: 6.4170 5.6991 5.2852
H: 3.9268 4.4524 4.0164
H: 3.9135 5.4965 5.4276
H: 3.6677 1.8285 6.3604
H: 3.0236 2.5550 4.9174
H: 2.5357 3.4604 7.7933
H: 1.3823 2.9213 6.5878
H: 2.1416 4.4961 6.4138
H: 6.5408 3.8668 6.5031
H: 5.6127 2.6628 7.3282
H: 4.8509 5.6351 7.4835
H: 6.0306 4.8917 8.5546
H: 4.3675 4.3394 8.5826
C: -4.9504 -3.2001 -7.4019
C: -4.6382 -1.9803 -6.5501
N: -3.2185 -1.6800 -6.4756
C: -2.9028 -0.6906 -5.4656
C: -3.4356 0.7382 -5.6378
C: -2.5366 -1.5269 -7.7475
C: -3.0452 -0.4470 -8.7135
H: -4.4102 -4.0759 -7.0402
H: -6.0182 -3.4146 -7.3526
H: -4.6990 -3.0470 -8.4523
H: -4.9876 -2.1803 -5.5339
H: -5.2322 -1.1292 -6.9200
H: -1.8143 -0.6496 -5.3522
H: -3.2786 -1.0797 -4.5124
H: -2.8735 1.2981 -6.3839
H: -3.3319 1.2706 -4.6933
H: -4.4921 0.7612 -5.9057
H: -2.5703 -2.4889 -8.2640
H: -1.4758 -1.3582 -7.5448
H: -4.1339 -0.4307 -8.7741
H: -2.6657 -0.6452 -9.7181
H: -2.7033 0.5485 -8.4352
C: 2.0857 -8.3592 0.9797
C: 1.4875 -7.0632 0.4546
N: 2.1057 -5.8764 1.0136
C: 1.3751 -4.6584 0.7169
C: 1.2671 -4.1986 -0.7420
C: 3.5490 -5.7959 0.8779
C: 4.1437 -5.8369 -0.5373
H: 2.0346 -8.3986 2.0683
H: 1.5280 -9.2073 0.5815
H: 3.1255 -8.4854 0.6771
H: 0.4291 -7.0427 0.7279
H: 1.5207 -7.0802 -0.6469
H: 1.8100 -3.8437 1.3038
H: 0.3591 -4.7868 1.1068
H: 2.1981 -3.7591 -1.0992
H: 0.5016 -3.4228 -0.8059
H: 0.9811 -5.0018 -1.4218
H: 3.9873 -6.6128 1.4553
H: 3.8853 -4.8878 1.3839
H: 3.6693 -6.5954 -1.1610
H: 5.2067 -6.0798 -0.4815
H: 4.0631 -4.8773 -1.0456

Cartesian forces (eV/Å) of the 2 atoms listed first:
C 1.48 -1.77 0.77
C -1.48 1.46 -0.59

Calculated values
frontier orbital gap = 8.035 eV
2S+1 = 1
LUMO = 0.1 eV

=====

Entry 2:
# CH5O2P

A 2-piece molecular cluster, CH5O2P overall at a distorted geometry (ωB97M-V/def2-TZVPD, the OMol25 dataset).

Atoms and positions in Å:
C: -0.3657 -1.5254 0.7299
O: 0.7142 1.8600 -2.0897
O: 0.9600 -0.0432 -0.5566
P: 0.3809 1.3470 -0.7273
H: 0.0948 -1.4052 1.7106
H: -0.0411 -2.4450 0.3266
H: -1.3823 -1.1306 0.6402
H: -1.0011 1.1534 -0.3862
H: 0.6404 2.1889 0.3525

Cartesian forces (eV/Å) of the 2 atoms listed first:
C 1.01 2.05 0.48
O -0.40 0.28 1.29

Calculated values
frontier orbital gap = 7.169 eV
2S+1 = 1
ΔE to the lowest compared entry with this formula, charge and spin = 3.0267 eV
LUMO = -2.7 eV

=====

Entry 3:
# C3H7NSi

One molecule with the formula C3H7NSi at a distorted geometry (ωB97M-V/def2-TZVPD, the OMol25 dataset).

Atoms and positions in Å:
C: 0.3122 -1.5814 0.0208
Si: -0.7646 -0.0949 -0.5607
C: -0.1664 1.5128 0.3207
C: -2.5767 0.0425 -0.0435
N: -3.6472 0.1988 0.3423
H: 1.2463 -1.0470 0.4756
H: -0.0226 -2.2790 0.7958
H: 0.8256 -2.3712 -0.6278
H: -0.7984 0.3134 -1.9563
H: -0.4988 2.3059 -0.3373
H: -0.6989 1.6619 1.2593
H: 0.9262 1.7010 0.2432

Cartesian forces (eV/Å) of the 2 atoms listed first:
C 2.36 -0.39 0.14
Si 0.66 0.96 1.32

Calculated values
frontier orbital gap = 11.888 eV
SMILES string = C[SiH](C)C#N
2S+1 = 1
ΔE to the lowest compared entry with this formula, charge and spin = 0.0327 eV
LUMO = 0.7 eV

=====

Entry 4:
# C27H21CrN6O7S

C27H21CrN6O7S as an isolated structure (ωB97M-V/def2-TZVPD, the OMol25 dataset).

Atoms and positions in Å:
Cr: -1.1912 -0.0309 -0.9909
O: -0.3854 3.9112 -1.6713
C: -0.8842 2.9518 -1.0813
N: -1.5374 1.8975 -1.5926
C: -2.0116 1.9614 -2.9235
C: -2.4376 3.1257 -3.5552
C: -2.9861 3.0736 -4.8298
C: -3.1110 1.8622 -5.4933
C: -2.6830 0.6887 -4.8837
C: -2.1337 0.7333 -3.6074
N: -1.6901 -0.3808 -2.8632
C: -1.3183 -1.5337 -3.4186
O: -1.3453 -1.9057 -4.5931
C: -0.7797 -2.4949 -2.3701
C: -0.2560 -3.7155 -2.7568
C: 0.2117 -4.5848 -1.7881
C: 0.1092 -4.2151 -0.4555
C: -0.4254 -2.9769 -0.1506
N: -0.8389 -2.1123 -1.0822
C: -0.7678 2.9687 0.4367
C: 0.3429 3.5823 1.0139
C: 0.4104 3.6861 2.3877
C: -0.6497 3.2028 3.1481
C: -1.7094 2.6098 2.4840
N: -1.7693 2.4756 1.1594
H: -2.3288 4.0729 -3.0473
H: -3.3131 3.9906 -5.3061
H: -3.5356 1.8255 -6.4895
H: -2.7596 -0.2603 -5.3918
H: -0.2343 -3.9366 -3.8145
H: 0.6438 -5.5394 -2.0609
H: 0.4451 -4.8626 0.3425
H: -0.5063 -2.6606 0.8790
H: 1.1188 3.9617 0.3648
H: 1.2663 4.1468 2.8654
H: -0.6544 3.2912 4.2277
H: -2.5625 2.2237 3.0372
O: 0.8407 0.3666 -0.3252
C: 1.2045 -0.2432 0.7170
N: 0.4363 -0.5975 1.7180
S: 2.1962 -2.3142 3.1354
O: 3.1403 -3.2186 3.8063
O: 2.0748 -1.0339 4.1216
C: 3.1699 -1.5243 1.8203
C: 4.5052 -1.8945 1.7804
C: 5.3465 -1.3928 0.7980
C: 4.8401 -0.5325 -0.1619
C: 3.4999 -0.1767 -0.1336
C: 2.6452 -0.6598 0.8515
H: 4.8677 -2.5769 2.5376
H: 6.3894 -1.6847 0.7784
H: 5.4816 -0.1458 -0.9438
H: 3.0778 0.4814 -0.8805
N: -0.5229 0.1689 4.2084
C: -1.4932 -0.7733 3.6500
C: -1.8762 -0.5224 2.2084
O: -3.0144 -0.5726 1.8310
O: -0.9082 -0.2338 1.3174
H: -0.5687 0.1448 5.2190
H: -0.7161 1.1188 3.9104
H: 1.1656 -0.6534 4.0317
H: -2.4483 -0.7781 4.1770
H: -1.0761 -1.7846 3.6984

Cartesian forces (eV/Å) of the 2 atoms listed first:
Cr 0.09 0.44 0.53
O -0.09 0.10 -0.01

Calculated values
frontier orbital gap (spin up / spin down) = 6.511 / 6.906 eV
<S²> = 6.0147
total charge = -1
2S+1 = 5
ΔE to the lowest compared entry with this formula, charge and spin = 0.0000 eV
LUMO (spin up / spin down) = 2.3 / 2.3 eV

=====

> Number 1 is which compound?

C42H81BF10N6O7S